*i*
Below is a molecular structure, C6H6, with properties calculated with the ωB97M-V functional and the def2-TZVPD basis.

```
! wB97M-V def2-TZVPD RIJCOSX def2/J DEFGRID3
* xyz 0 3
C 0.977 -0.617 0.918
C 1.571 0.707 0.732
C 0.807 -0.951 -0.581
C 1.277 0.449 -0.730
C -0.058 0.088 -0.001
C -1.520 0.373 0.060
H 0.637 -1.029 1.867
H 0.619 -1.737 -1.284
H 1.172 1.317 -1.456
H -1.846 0.416 -0.962
H -1.592 1.342 0.662
H -2.043 -0.359 0.775
*
```

Values from the calculation:
HOMO energy (spin up / spin down)	-5.1 / -9.7	eV
LUMO energy (spin up / spin down)	1.0321 / -0.7691	eV
frontier orbital gap (spin up / spin down)	6.090 / 8.959	eV

Results of the natural (NBO) charge analysis, in e, for atoms 1 through 2: C -0.307; C 0.042

*ii*
Below is 2 unconnected molecules or ions with the total composition C6H6, with properties calculated with the ωB97M-V functional and the def2-TZVPD basis.

```
! wB97M-V def2-TZVPD RIJCOSX def2/J DEFGRID3
* xyz 0 3
C -3.410 -0.888 -0.165
C -2.664 0.014 0.105
C 0.238 0.898 -0.257
C 1.229 0.169 -0.681
C -0.745 1.435 0.267
C 2.110 -0.520 0.242
H -4.184 -1.645 0.004
H 1.423 0.073 -1.805
H -1.053 2.324 0.901
H 3.260 -0.094 0.065
H 1.995 -1.559 0.169
H 1.801 -0.207 1.155
*
```

Values from the calculation:
HOMO energy (spin up / spin down)	-7.6 / -10.0	eV
LUMO energy (spin up / spin down)	1.0132 / -2.9143	eV
frontier orbital gap (spin up / spin down)	8.567 / 7.054	eV

Results of the natural (NBO) charge analysis, in e, for atoms 1 through 2: C -0.451; C 0.089

Computed energies relative to the best structure, in kcal/mol: *i* 0.0; *ii* 8.1

*i*
Below is 10 unconnected molecules or ions with the total composition C5H30N2O10, with properties calculated with the ωB97M-V functional and the def2-TZVPD basis.

```
! wB97M-V def2-TZVPD RIJCOSX def2/J DEFGRID3
* xyz 0 1
C 2.041 2.342 -2.867
N 0.712 1.870 -2.498
C 0.427 0.916 -1.603
O -0.693 0.400 -1.641
C 1.395 0.623 -0.483
C 2.643 -0.155 -1.007
N 0.681 -0.006 0.598
C 1.495 -0.466 1.690
H 1.916 3.358 -3.239
H 2.543 1.686 -3.559
H 2.705 2.469 -2.037
H 0.023 1.875 -3.177
H 1.714 1.541 -0.037
H 2.769 0.209 -2.027
H 2.353 -1.172 -1.039
H 3.549 0.020 -0.511
H 0.059 -0.697 0.192
H 1.433 0.219 2.545
H 1.216 -1.454 1.981
H 2.569 -0.486 1.505
O 1.442 -1.515 -3.207
H 1.881 -1.997 -3.839
H 0.921 -2.225 -2.778
O -0.781 2.336 2.227
H -0.392 2.355 1.337
H -1.399 3.016 2.133
O -0.808 -3.124 -2.330
H -1.357 -3.463 -1.552
H -0.939 -2.228 -2.336
O -2.751 -1.000 0.044
H -2.684 -0.868 1.088
H -2.178 -0.282 -0.408
O 1.847 2.278 3.582
H 0.993 2.263 3.004
H 1.529 2.338 4.542
O -1.026 -2.784 2.015
H -1.630 -3.268 1.425
H -1.353 -3.134 2.845
O -2.527 -3.527 -0.133
H -3.504 -3.761 -0.383
H -2.531 -2.556 -0.252
O -3.096 3.096 0.810
H -3.221 2.272 1.218
H -2.684 2.996 -0.078
O -2.166 -0.149 2.732
H -1.697 0.712 2.619
H -1.437 -0.875 2.890
*
```

Values from the calculation:
HOMO energy	-8.6	eV
LUMO energy	0.2616	eV
frontier orbital gap	8.887	eV

Results of the natural (NBO) charge analysis, in e, for atoms 1 through 2: C -0.423; N -0.593

*ii*
Below is 9 unconnected molecules or ions with the total composition C5H30N2O10, with properties calculated with the ωB97M-V functional and the def2-TZVPD basis.

```
! wB97M-V def2-TZVPD RIJCOSX def2/J DEFGRID3
* xyz 0 1
C 2.358 -0.442 2.123
N 0.975 -0.777 2.348
C -0.129 0.034 2.280
O -0.425 0.284 0.859
O 0.075 1.316 2.856
C -1.575 -0.389 2.794
C -2.154 -1.779 2.649
C -1.828 -2.719 1.438
N -1.930 -2.122 0.095
H 2.498 0.555 1.658
H 2.780 -1.245 1.402
H 3.067 -0.226 2.944
H 0.806 -1.672 1.885
H -1.122 0.958 0.800
H -0.223 1.335 3.767
H -1.516 -0.262 3.902
H -2.223 0.457 2.667
H -1.950 -2.407 3.539
H -3.254 -1.829 2.570
H -2.516 -3.636 1.450
H -0.822 -3.233 1.373
H -1.065 -1.661 -0.187
H -2.647 -1.387 0.158
O 2.277 -2.947 -1.730
H 3.101 -2.723 -1.284
H 2.477 -2.450 -2.546
O 0.890 2.880 -2.747
H 0.088 2.337 -2.765
H 0.755 3.773 -3.073
O -2.825 1.358 -0.955
H -3.532 1.999 -1.119
H -2.927 0.852 -1.786
O -0.922 3.576 0.766
H -0.680 2.715 1.098
H -0.245 4.250 0.830
O 1.544 1.047 -0.788
H 1.729 1.921 -1.142
H 0.970 1.073 0.001
O 3.453 -0.334 -2.194
H 4.352 -0.339 -2.507
H 3.137 0.355 -1.600
O 0.854 -0.351 -3.549
H 0.400 -1.189 -3.722
H 1.076 -0.325 -2.610
O -1.441 1.059 -3.833
H -1.066 1.816 -4.304
H -0.645 0.492 -3.812
*
```

Values from the calculation:
HOMO energy	-8.8	eV
LUMO energy	0.3911	eV
frontier orbital gap	9.148	eV

Results of the natural (NBO) charge analysis, in e, for atoms 1 through 2: C -0.416; N -0.673

Computed energies relative to the best structure, in kcal/mol: *i* 0.0; *ii* 34.8